Entry from the OMol25 dataset: a molecular structure, C29H49BN7PbS4Sb (ωB97M-V/def2-TZVPD).

The energy is -3568.5659 Ha. The calculation puts the max |F| at 0.6 eV Å⁻¹. As for the energy above the lowest of the compared OMol25 structures with the same formula, charge and spin: 143.51 kJ/mol. For the LUMO energy (spin up / spin down), the calculation gives 0.1402 / 0.1402 Ha. The total charge is -2.

CARTESIAN COORDINATES (ANGSTROEM)
Pb1 0.03 -2.02 -1.12
C1 -2.68 -2.66 2.15
C2 -3.24 -1.54 1.28
C3 -4.70 -1.25 1.62
C4 -2.39 -0.31 1.40
C5 -2.43 0.73 2.35
C6 -1.38 1.57 2.01
C7 -0.94 2.76 2.82
C8 0.45 2.53 3.41
C9 -1.03 4.11 2.12
N1 -0.77 1.04 0.92
N2 -1.39 -0.11 0.56
B1 0.45 1.50 0.05
N3 0.05 1.43 -1.47
N4 -0.37 0.25 -2.04
C10 -0.75 0.49 -3.28
C11 -0.65 1.87 -3.52
C12 -0.16 2.43 -2.37
C13 -0.19 3.94 -2.21
C14 -1.50 4.34 -1.54
C15 1.00 4.65 -1.58
C16 -1.28 -0.53 -4.26
C17 -2.36 0.12 -5.14
C18 -1.84 -1.80 -3.64
N5 1.72 0.62 0.44
N6 1.58 -0.75 0.44
C19 2.66 -1.28 0.97
C20 3.54 -0.26 1.33
C21 2.93 0.93 0.98
C22 3.69 2.23 1.22
C23 3.13 3.52 0.65
C24 4.04 2.40 2.71
C25 2.93 -2.75 1.16
C26 3.86 -3.30 0.07
C27 1.67 -3.61 1.28
H1 -3.29 -3.56 2.07
H2 -1.67 -2.93 1.85
H3 -2.66 -2.35 3.20
H4 -3.17 -1.88 0.24
H5 -4.80 -0.99 2.68
H6 -5.09 -0.43 1.03
H7 -5.31 -2.14 1.43
H8 -3.11 0.87 3.17
H9 -1.65 2.79 3.66
H10 1.15 2.31 2.60
H11 0.81 3.40 3.95
H12 0.45 1.67 4.08
H13 -0.31 4.19 1.30
H14 -2.03 4.28 1.70
H15 -0.82 4.92 2.82
H16 0.71 2.64 0.31
H17 -0.90 2.41 -4.42
H18 -0.23 4.28 -3.25
H19 -1.63 3.81 -0.60
H20 -1.52 5.42 -1.32
H21 -2.35 4.10 -2.17
H22 1.01 4.54 -0.50
H23 1.94 4.28 -1.99
H24 0.93 5.72 -1.81
H25 -0.45 -0.84 -4.91
H26 -3.19 0.48 -4.53
H27 -1.97 0.96 -5.72
H28 -2.74 -0.62 -5.85
H29 -2.51 -1.59 -2.79
H30 -2.40 -2.36 -4.39
H31 -1.06 -2.49 -3.33
H32 4.52 -0.38 1.77
H33 4.64 2.06 0.71
H34 2.23 3.84 1.17
H35 3.88 4.31 0.76
H36 2.91 3.41 -0.40
H37 3.15 2.58 3.31
H38 4.54 1.53 3.11
H39 4.70 3.26 2.83
H40 3.47 -2.80 2.11
H41 3.43 -3.15 -0.92
H42 4.83 -2.79 0.09
H43 4.03 -4.36 0.23
H44 1.18 -3.78 0.32
H45 1.93 -4.60 1.66
H46 0.94 -3.17 1.96
S1 3.24 -5.19 -4.61
Sb1 1.32 -3.98 -4.23
S2 1.96 -2.05 -2.87
S3 -1.91 -4.83 -1.22
S4 0.26 -3.21 -6.13
C28 -1.86 -6.69 2.42
C29 -1.24 -5.96 1.24
N7 -1.90 -5.61 0.27
H47 -2.46 -5.99 3.01
H48 -1.10 -7.11 3.07
H49 -2.53 -7.50 2.08

In elementary charge units, the Mulliken charges are: Pb 1.008; C -0.971; C 1.153; C -1.825; C -0.281; C -0.841; C 0.107; C 0.019; C -1.224; C -1.563; N 0.883; N -0.004; B 0.865; N 0.321; N 0.495; C -0.415; C -0.960; C 0.062; C 0.368; C -1.241; C -1.742; C 1.714; C -1.829; C -1.299; N 0.567; N -0.016; C -0.471; C -1.114; C 0.313; C 0.450; C -1.458; C -1.394; C 0.452; C -1.202; C -1.661; H 0.415; H -0.038; H 0.307; H -0.169; H 0.263; H 0.417; H 0.469; H 0.343; H 0.548; H -0.093; H 0.470; H 0.436; H 0.162; H 0.395; H 0.502; H -1.013; H 0.332; H 0.420; H 0.041; H 0.387; H 0.371; H 0.107; H 0.425; H 0.506; H 0.012; H 0.383; H 0.334; H 0.441; H 0.389; H 0.401; H -0.397; H 0.525; H 0.755; H 0.173; H 0.474; H 0.130; H 0.154; H 0.365; H 0.438; H 0.387; H 0.162; H 0.371; H 0.402; H 0.016; H 0.546; H 0.321; S -0.719; Sb 0.560; S -0.591; S -0.360; S -0.674; C -1.059; C 0.222; N -0.274; H 0.219; H 0.327; H 0.297